*P*
16
Properties=species:S:1:pos:R:3 method="wB97M-V/def2-TZVPD" charge=+1 homo_ev="-12.942 / -12.879" spin_multiplicity=1
C -0.12334 0.48691 0.08301
C -0.96788 -0.67837 -0.09447
C 1.30051 0.79982 -0.17149
C -0.85294 -1.59027 -1.18063
C -2.00247 -0.71558 0.97042
N 2.07597 -0.24802 0.02018
N 1.80797 2.03963 -0.30721
I 4.03639 -0.21440 0.06527
H -0.74397 1.20665 0.73002
H -0.13712 -1.59445 -1.99005
H -1.60116 -2.36937 -1.33372
H -1.35839 -0.49221 1.82194
H -2.37408 -1.73259 1.06328
H -2.97771 -0.01864 0.98195
H 1.21240 2.81357 -0.28358
H 2.70582 2.30732 -0.37492

*Q*
16
Properties=species:S:1:pos:R:3 method="wB97M-V/def2-TZVPD" charge=+1 homo_ev="-12.268 / -12.426" spin_multiplicity=1
C -1.28565 1.62936 -0.01711
C -1.70346 0.30119 -0.39357
C -0.13032 1.90775 0.49518
C -0.97437 -0.76172 -0.83667
C 1.20936 -0.44739 0.50963
N 0.94548 -1.47986 1.30981
N 0.49191 -0.48996 -0.85488
I 3.23156 0.16377 -0.08039
H -1.98489 2.48172 -0.17459
H -2.73979 0.27938 -0.30231
H 0.71226 2.30203 0.98183
H -1.31891 -1.67217 -1.21485
H 0.65265 -2.38064 1.05699
H 1.34056 -1.18720 2.19415
H 1.03516 -1.13593 -1.53930
H 0.51845 0.48967 -1.13392

Stability, highest: *P*

*P*
71
Properties=species:S:1:pos:R:3 method="wB97M-V/def2-TZVPD" charge=-2 homo_ev="3.008 / -0.021" s2=3.7636 spin_multiplicity=4
Re 0.07570 -0.03435 0.10539
Cl -0.11338 0.23385 -2.28199
C 2.29209 -3.75098 -0.10734
C 1.39059 -1.68683 -0.34707
N 1.13356 -3.05003 -0.28892
H 4.36494 -3.02097 0.17637
N 2.75257 -1.61978 -0.09540
H 2.34561 -4.82099 -0.10302
C -0.20956 -3.67353 -0.36957
C -0.07535 -5.12612 -0.78419
C -0.88792 -3.62129 0.99735
H 0.40082 -5.72372 0.00042
H -1.07542 -5.54567 -0.94837
H 0.47793 -5.23167 -1.72065
H -2.00700 -3.27935 -1.50775
H -0.48090 -2.91149 -2.37458
H -0.76384 -2.64988 1.49894
C -0.98725 -2.89512 -1.40120
H -0.44404 -4.37072 1.66245
H -1.96410 -3.81460 0.88216
H -1.10673 -1.82624 -1.11072
C 3.30428 -2.86472 0.03233
C 3.57801 -0.01759 1.58587
H 3.95091 -0.86140 2.18191
H 4.23537 0.86046 1.71778
C 3.51726 -0.37678 0.09705
H 3.26951 1.69552 -0.45942
C 4.94941 -0.58160 -0.39697
H 4.96642 -0.92895 -1.43603
H 2.59261 0.23176 2.02296
H 1.72544 0.83856 -0.36056
H 5.52470 -1.25822 0.25171
H 5.47081 0.38584 -0.39173
C 2.82181 0.71149 -0.69064
H 2.77225 0.47219 -1.76598
C -3.28189 2.83226 -0.37408
N -2.73848 1.60531 -0.12273
H -2.33101 4.79748 -0.42222
N -1.13663 3.03995 -0.03516
H -4.33460 3.01509 -0.54967
C -3.50005 0.35291 -0.20983
C -4.94486 0.60367 0.20138
C -3.49867 -0.10333 -1.66244
H -5.47567 1.23990 -0.52390
H -5.47692 -0.35777 0.24275
H -5.01582 1.04595 1.19970
H -3.26647 -1.65054 0.57685
H -2.86645 -0.31198 1.74193
H -2.47673 -0.13155 -2.05867
C -2.82646 -0.64913 0.69618
H -4.06568 0.59942 -2.28981
H -3.93031 -1.11353 -1.75778
H -1.70853 -0.75960 0.40843
C -2.28253 3.73004 -0.30412
C 0.85453 3.47397 -1.34774
H 0.32630 4.08434 -2.09245
H 1.90622 3.78394 -1.29720
C 0.19448 3.64652 0.01317
H 2.00189 3.27906 1.12257
C 0.07590 5.13963 0.27967
H -0.45380 5.35274 1.21248
H 0.80523 2.43933 -1.71087
H 0.92635 1.83275 1.07992
H -0.41262 5.67630 -0.54104
H 1.08087 5.56774 0.37099
C 0.95459 2.96084 1.12495
H 0.48371 3.20891 2.08427
C -1.38476 1.69303 0.08086
S 0.36480 -0.65804 2.22979
C -0.06034 0.18288 3.65415
N -0.30265 0.66444 4.70909

*Q*
71
Properties=species:S:1:pos:R:3 method="wB97M-V/def2-TZVPD" charge=-2 homo_ev="3.010 / 0.383" s2=3.7970 spin_multiplicity=4
Re 0.32904 -0.64567 0.08033
Cl -0.32559 0.41418 -1.92443
C 2.27352 -3.92785 0.37693
C 1.54220 -1.99856 -0.56709
N 1.22108 -3.31800 -0.23642
H 4.26157 -3.14746 0.91855
N 2.84338 -1.85131 -0.06647
H 2.23469 -4.93876 0.75366
C -0.07480 -3.96842 -0.46599
C 0.19317 -5.38023 -0.96479
C -0.83593 -3.96923 0.85190
H 0.69328 -5.99274 -0.20789
H -0.76248 -5.86332 -1.19406
H 0.79014 -5.38352 -1.88453
H -1.77812 -3.71272 -1.72941
H -0.32559 -2.86000 -2.36801
H -0.96118 -2.93202 1.22070
C -0.87569 -3.13720 -1.45486
H -0.28439 -4.52581 1.62078
H -1.82622 -4.41734 0.67567
H -1.23649 -2.18822 -0.97333
C 3.29305 -3.02830 0.45547
C 3.81492 -0.18248 1.41441
H 4.42130 -0.89757 1.98468
H 4.29826 0.80861 1.40891
C 3.62368 -0.60997 -0.03367
H 3.35806 1.42902 -0.55029
C 4.98821 -0.83925 -0.68535
H 4.89527 -1.15645 -1.73259
H 2.83042 -0.10114 1.90453
H 1.79888 0.61881 -0.16094
H 5.60405 -1.57036 -0.14043
H 5.53029 0.11814 -0.67719
C 2.82423 0.48153 -0.70492
H 2.64621 0.31710 -1.76946
C -3.40750 3.08235 -0.59866
N -2.86692 1.89340 -0.13561
H -2.40505 5.05278 -0.77136
N -1.30313 3.37150 -0.00888
H -4.41682 3.15214 -0.93733
C -3.52931 0.57562 -0.11979
C -4.88893 0.72460 0.52554
C -3.64051 0.05276 -1.53134
H -5.55550 1.36346 -0.06251
H -5.34096 -0.26637 0.58718
H -4.80908 1.12589 1.53870
H -3.08749 -1.38075 0.65211
H -2.44030 -0.05781 1.65463
H -2.62878 -0.01676 -1.95088
C -2.61648 -0.38218 0.63104
H -4.24466 0.71266 -2.15911
H -4.09378 -0.94500 -1.49513
H -1.60580 -0.39590 0.05699
C -2.42090 4.01409 -0.52167
C 0.84209 3.69218 -1.13774
H 0.38955 4.25677 -1.96043
H 1.87444 4.03440 -0.98293
C 0.06142 3.90737 0.15276
H 1.74510 3.65842 1.43158
C -0.06403 5.36333 0.51691
H -0.65262 5.47534 1.43565
H 0.83512 2.62774 -1.40947
H 0.98052 2.12657 0.95420
H -0.51009 5.95085 -0.29079
H 0.94373 5.73961 0.70809
C 0.77747 3.16242 1.26160
H 0.19606 3.13369 2.18692
C -1.63864 2.12923 0.29392
S 0.47583 -0.64221 2.34124
C -0.61883 0.62826 2.75437
N -1.35769 1.43603 3.21576

Stability, highest: *P*

*P*
10
Properties=species:S:1:pos:R:3 method="wB97M-V/def2-TZVPD" smiles="C=CC(=S)C=S" homo_ev=-9.246 spin_multiplicity=1
C 2.02729 1.65783 -0.21991
C 0.71204 1.39662 0.28593
C 0.30173 -0.11260 0.04830
S 1.41674 -1.38768 -0.01656
C -1.02287 -0.58598 0.19618
S -2.44337 0.23852 -0.11808
H 2.42132 2.83060 0.09717
H 2.89858 0.95079 -0.58123
H -0.02438 2.20705 0.56318
H -0.97849 -1.73704 0.21223

*Q*
10
Properties=species:S:1:pos:R:3 method="wB97M-V/def2-TZVPD" smiles="C#CCSC=S" homo_ev=-8.821 spin_multiplicity=1
C 1.75160 1.04713 -1.06377
C 0.76506 0.35559 -0.92736
C -0.43372 -0.53497 -0.90142
S -1.72890 0.02630 0.22289
C -0.77894 -0.12071 1.69930
S -1.39929 -0.28109 3.19367
H 2.57464 1.68860 -1.24410
H -0.13178 -1.55019 -0.62892
H -0.89143 -0.53456 -1.87309
H 0.27277 -0.09610 1.52280

*R*
10
Properties=species:S:1:pos:R:3 method="wB97M-V/def2-TZVPD" smiles="C#CCSC=S" homo_ev=-8.902 spin_multiplicity=1
C 1.94640 -0.33186 -2.09099
C 1.29889 -0.28960 -1.07156
C 0.57182 -0.25547 0.18511
S -0.77589 1.00173 0.00217
C -1.91279 0.51061 1.25669
S -2.96451 1.57017 1.95083
H 2.51885 -0.33211 -2.98797
H 0.11841 -1.27944 0.27773
H 1.15175 -0.01693 1.09013
H -1.95294 -0.57709 1.38784

Stability, highest: *Q*